Run a
Computed, not measured: a 14-piece molecular cluster, C5H39NO15 overall, with wB97M-V/def2-TZVPD.

Positions of all 60 atoms, in Å:
C1 -2.8266 -1.3105 0.4101
N1 -2.0699 -1.4257 -0.8098
C2 -0.6238 -1.4078 -0.6949
C3 -0.1383 -0.0351 -1.1111
O1 -0.3972 0.7388 0.0060
C4 0.2993 -2.5989 -1.4261
O2 1.2565 -2.7230 -0.4171
C5 -3.9582 -0.2070 0.4425
H1 -2.2052 -1.0259 1.2848
H2 -3.2585 -2.2682 0.5699
H3 -2.5242 -1.0130 -1.6390
H4 -0.4279 -1.6186 0.4497
H5 -0.7227 0.3266 -1.8564
H6 0.9141 0.0461 -1.2333
H7 -1.0552 1.4900 -0.1945
H8 -0.2088 -3.5524 -1.5163
H9 0.5359 -2.1130 -2.4489
H10 2.0528 -2.1590 -0.5855
H11 -4.4653 -0.2638 -0.4809
H12 -3.6101 0.6727 0.8745
H13 -4.7111 -0.6251 1.1555
H14 3.3471 1.7408 0.9754
H15 4.6014 1.9323 0.1274
O3 3.9874 1.3391 0.3191
H16 2.5733 2.0946 -1.5517
H17 1.3470 2.8067 -1.9485
O4 2.1463 2.6408 -2.2307
H18 -3.3802 2.4551 -0.4325
H19 -2.5682 2.6284 -1.8306
O5 -2.7203 2.1209 -1.0005
H20 1.2774 -1.5363 1.4183
H21 1.6262 -3.1156 1.6263
O6 1.3618 -2.2258 2.1605
H22 3.4515 -1.0924 -2.2849
H23 2.9336 0.2510 -2.8151
O7 3.0204 -0.6872 -2.9847
H24 3.9372 -1.1754 0.5626
H25 3.1412 -0.2336 -0.2896
O8 3.6551 -1.0508 -0.3207
H26 -2.5021 1.9652 3.6651
H27 -1.3963 0.9291 4.3443
O9 -2.1648 1.1481 3.6686
H28 0.0047 3.7302 -2.8539
H29 -0.8520 2.4200 -3.0571
O10 -0.7553 3.2728 -2.5573
H30 -0.6037 -2.7585 2.0091
H31 -1.8487 -2.2146 2.8502
O11 -1.1225 -2.8403 2.7752
H32 -0.0696 -2.2850 3.9550
H33 1.3195 -1.4385 4.3567
O12 0.3030 -1.4090 4.5354
H34 -0.3907 -0.1091 -3.6548
H35 -1.6799 -0.6416 -4.2176
O13 -1.2064 0.1516 -4.0088
H36 0.9291 3.2841 0.8916
H37 0.7380 4.5664 0.4092
O14 1.3976 3.8237 0.3021
H38 1.4536 -0.1107 2.6795
H39 1.0116 0.3069 1.5564
O15 1.8415 0.3891 2.0715

Properties
Molar mass (u): 353.4



Run b
Computed, not measured: a 15-piece molecular cluster, C5H39NO15 overall, with wB97M-V/def2-TZVPD.

Positions of all 60 atoms, in Å:
C1 3.2215 2.1655 -0.0964
N1 2.8611 1.9392 1.2938
C2 1.5898 1.7313 1.7574
C3 0.4272 1.6254 0.7833
C4 0.1827 0.1489 0.4826
C5 -0.8084 2.2412 1.4328
O1 1.4895 1.6366 2.9771
H1 2.8179 1.3926 -0.7623
H2 4.3010 2.1990 -0.2465
H3 2.8355 3.1247 -0.4782
H4 3.5800 2.1285 1.9767
H5 0.6774 2.1172 -0.1746
H6 0.0270 -0.4167 1.4034
H7 -0.7110 0.0902 -0.1626
H8 1.0103 -0.3527 -0.0426
H9 -1.6757 2.1735 0.7781
H10 -0.6363 3.2903 1.7004
H11 -1.0795 1.7445 2.3604
H12 0.2456 -0.2850 4.9865
H13 0.5573 0.4249 3.6968
O2 0.0910 -0.3892 4.0387
H14 -0.3365 -3.5083 0.5746
H15 -1.3758 -2.8654 1.5617
O3 -0.5986 -3.4288 1.5130
H16 -2.6042 -1.9358 -0.7462
H17 -2.9167 -2.7653 -2.0918
O4 -2.3231 -2.1090 -1.7058
H18 3.1655 -0.4576 1.0045
H19 2.5558 -1.8064 1.5386
O5 3.1410 -1.4030 0.8036
H20 0.4403 -0.3152 -3.6219
H21 1.6391 -0.6138 -2.7026
O6 1.3342 0.0145 -3.4019
H22 -2.9012 -1.1755 1.5247
H23 -3.5335 -0.5993 0.2029
O7 -3.2900 -1.4247 0.6555
H24 -1.8122 4.0406 -2.2082
H25 -0.9029 2.9175 -2.7286
O8 -1.8474 3.2033 -2.6842
H26 2.7572 -2.5020 -1.9933
H27 2.4869 -1.6742 -0.6930
O9 2.0954 -1.9275 -1.5924
H28 1.0985 -1.6338 3.2880
H29 0.8194 -2.7825 2.2774
O10 1.5424 -2.3002 2.7291
H30 -2.7546 -1.5526 3.7855
H31 -1.5404 -0.5857 3.4402
O11 -2.4461 -0.8693 3.1869
H32 -1.6173 -1.1676 -2.9979
H33 -1.7875 0.2078 -3.7485
O12 -1.3091 -0.6285 -3.7602
H34 -0.8507 -3.0453 -1.4310
H35 0.7229 -2.9384 -1.2906
O13 -0.0546 -3.5091 -1.1295
H36 -3.1760 2.3452 -1.9902
H37 -3.7823 0.9382 -1.9626
O14 -3.9167 1.8304 -1.6216
H38 0.9783 1.6404 -3.0881
H39 1.0817 3.0452 -3.7094
O15 0.8149 2.6121 -2.8915

Properties
Molar mass (u): 353.4



Which of them is least stable? Easy: run a.



Run a
Computed, not measured: a 2-piece molecular cluster, C2H4N2O3 overall, with wB97M-V/def2-TZVPD.

Positions of all 11 atoms, in Å:
C1 0.2509 -1.3189 -0.4221
N1 -0.4977 -0.4158 -0.9095
O1 -0.2163 0.8009 -1.1428
O2 -1.7841 -0.8831 -1.0496
H1 1.3104 -1.3259 -0.3869
H2 -0.1716 -2.2759 -0.5097
H3 -2.3959 -0.1578 -1.1905
N2 1.5018 0.1302 2.2562
C2 1.0809 1.0619 1.7449
O3 0.5843 2.1342 1.2565
H4 0.3372 2.2502 0.3536

Properties
Molar mass (u): 104.1



Run b
Computed, not measured: the molecule C2H4N2O3, with wB97M-V/def2-TZVPD.

Positions of all 11 atoms, in Å:
C1 2.0588 -1.8346 0.7906
N1 1.0016 -1.3707 0.2771
O1 -0.1756 -2.0385 0.7194
C2 -1.3952 -1.3768 0.3705
N2 -0.9009 -0.0569 0.2362
O2 -1.3455 0.7465 -0.5741
O3 0.0185 0.1625 0.9626
H1 2.8268 -1.1284 0.4982
H2 2.1793 -2.5098 1.5953
H3 -1.8580 -1.8195 -0.5124
H4 -1.8683 -1.4989 1.4191

Properties
Molar mass (u): 104.1



Which of them is least stable? Easy: run b.



Run a
Computed, not measured: the molecule C2H4N2O3, with wB97M-V/def2-TZVPD.

Positions of all 11 atoms, in Å:
N1 -2.0509 -0.1617 -0.3172
C1 -0.8359 0.3120 0.0041
O1 -0.5567 1.4624 0.1870
O2 0.0025 -0.7891 0.3356
C2 1.3514 -0.6192 0.1619
N2 2.0593 0.5740 0.3648
O3 1.7715 0.0750 -0.9629
H1 -2.8284 0.4748 -0.3330
H2 -2.2126 -1.1522 -0.3556
H3 1.8664 -1.5497 0.3937
H4 1.4334 1.3736 0.5217

Properties
Molar mass (u): 104.1



Run b
Computed, not measured: the molecule C2H4N2O3, with wB97M-V/def2-TZVPD.

Positions of all 11 atoms, in Å:
O1 2.8346 -0.3227 -0.9516
C1 2.0239 -0.5510 0.1322
N1 1.1268 0.4392 0.6757
O2 0.3693 1.2872 -0.2211
C2 -1.0735 0.8884 -0.4081
N2 -1.4326 -0.1809 0.1364
O3 -2.6645 -0.5719 -0.3200
H1 2.2729 -1.1417 1.0580
H2 0.6750 0.2248 1.4559
H3 -1.6051 1.5890 -1.0504
H4 -2.5268 -1.6604 -0.5071

Properties
Molar mass (u): 104.1



Run c
Computed, not measured: C2H4N2O3 as an isolated structure, with wB97M-V/def2-TZVPD.

Positions of all 11 atoms, in Å:
C1 -0.9360 -0.1717 0.4042
C2 1.4558 0.5990 -0.3105
H1 0.1862 -1.5093 1.7015
H2 2.4664 0.9513 -0.7768
H3 1.4823 1.4564 0.4606
H4 -1.4901 0.3458 -1.6474
N1 0.3615 -0.7112 0.8898
N2 -0.8225 0.8188 -0.5894
O1 -2.1003 -0.4204 0.8933
O2 1.3375 -0.8150 -0.0237
O3 0.4457 0.6653 -1.1699

Properties
Molar mass (u): 104.1



Which of them is least stable? Easy: run c.



Run a
Computed, not measured: a 2-piece molecular cluster, C5H14N overall, with wB97M-V/def2-TZVPD.

Positions of all 20 atoms, in Å:
C1 2.7866 -0.5520 -0.1175
C2 -0.0950 1.2503 0.4134
C3 -1.3461 0.5033 0.3320
C4 -1.2470 -0.8640 1.0703
C5 -1.8360 0.3666 -1.1258
N1 1.4495 -0.4182 -0.6740
H1 3.3286 0.4010 -0.1353
H2 3.3843 -1.3102 -0.6189
H3 0.1635 2.1669 -0.1113
H4 0.8512 0.2982 -0.1991
H5 -2.1057 1.0491 0.9264
H6 -0.8138 -0.6452 2.0495
H7 -2.2466 -1.2497 1.2573
H8 -0.6154 -1.5792 0.5492
H9 -2.1108 1.2959 -1.6161
H10 -2.6727 -0.3305 -1.1591
H11 -1.0039 -0.1051 -1.6549
H12 0.1321 1.3463 1.4809
H13 1.3038 -0.7881 -1.6010
H14 2.6932 -0.8354 0.9341

Properties
Total charge: +1
Molar mass (u): 88.2



Run b
Computed, not measured: a 3-piece molecular cluster, C5H14N overall, with wB97M-V/def2-TZVPD.

Positions of all 20 atoms, in Å:
C1 -2.8472 -0.5857 -0.3307
C2 -1.6437 -0.9748 -1.1892
C3 -0.2272 -0.6602 -0.5070
C4 -0.2156 0.7859 0.0684
C5 -0.2020 0.8731 1.5433
N1 -3.0576 0.8890 -0.3228
H1 -3.6893 -1.0489 -0.8009
H2 -2.6435 -0.9172 0.7108
H3 -1.6298 -0.5068 -2.2221
H4 -1.5863 -2.0807 -1.2250
H5 0.5876 -0.7944 -1.2367
H6 -0.0393 -1.4450 0.1887
H7 -2.0441 1.0204 -0.0140
H8 0.5564 1.4508 -0.3699
H9 -1.1773 1.1453 1.8926
H10 0.2170 0.1007 2.1750
H11 0.4147 1.7508 1.6657
H12 12.0069 -0.7230 0.0486
H13 10.9374 0.4652 -0.4337
H14 -3.7169 1.2556 0.3588

Properties
Total charge: +1
Molar mass (u): 88.2



Run c
Computed, not measured: C5H14N as an isolated structure, with wB97M-V/def2-TZVPD.

Positions of all 20 atoms, in Å:
C1 2.6581 0.5162 -0.1250
C2 -0.5532 1.1728 0.0296
C3 -1.4713 0.0435 -0.2568
C4 -0.8892 -0.9646 -1.2618
C5 -1.6568 -0.7443 1.0836
N1 1.5224 0.0114 0.6058
H1 2.3940 0.8443 -1.1269
H2 3.3414 1.2073 0.3645
H3 -0.8386 1.7801 0.8879
H4 0.6278 0.6697 0.3638
H5 -2.4356 0.4265 -0.6154
H6 -0.7160 -0.4822 -2.2294
H7 -1.5469 -1.8096 -1.4479
H8 0.0732 -1.3482 -0.9359
H9 -1.8973 -0.0538 1.8932
H10 -2.4735 -1.4516 0.9736
H11 -0.7111 -1.2350 1.2954
H12 -0.3493 1.8049 -0.8399
H13 1.6906 0.0301 1.6163
H14 3.2314 -0.4177 -0.2744

Properties
Total charge: +1
Molar mass (u): 88.2



Which of them is least stable? Easy: run b.



Run a
Computed, not measured: an isolated ion of composition C5H14N and charge +1, with wB97M-V/def2-TZVPD.

Positions of all 20 atoms, in Å:
C1 -2.4021 0.2565 1.0108
C2 -1.5177 0.5007 -0.1709
C3 -0.0569 -0.0791 0.0318
C4 0.0421 -1.4465 -0.7069
C5 1.1029 0.8204 -0.2083
N1 2.4604 0.0899 -0.0034
H1 -2.3336 0.9685 1.8334
H2 -2.2265 -0.7167 1.4880
H3 -3.4508 0.2411 0.6978
H4 -1.8832 0.0981 -1.1182
H5 -1.3662 1.5661 -0.4067
H6 -0.0857 -0.4857 1.0617
H7 -0.9194 -1.9647 -0.6421
H8 0.7783 -2.0786 -0.2446
H9 0.2379 -1.3326 -1.7710
H10 1.1967 1.2356 -1.2139
H11 1.1324 1.5918 0.5620
H12 3.2671 0.6941 -0.1813
H13 2.5909 -0.6252 -0.7225
H14 2.3843 -0.3400 0.9155

Properties
Total charge: +1
Molar mass (u): 88.2



Run b
Computed, not measured: an isolated ion of composition C5H14N and charge +1, with wB97M-V/def2-TZVPD.

Positions of all 20 atoms, in Å:
C1 1.3616 -2.1375 0.0657
C2 1.3747 -0.7100 -0.3712
C3 0.0797 -0.0386 -0.9841
C4 -1.1358 -0.0557 -0.1898
C5 -1.1892 0.8066 1.0835
N1 -0.6673 2.1672 0.4840
H1 2.2704 -2.5885 -0.4205
H2 0.5466 -2.6446 -0.4832
H3 1.2372 -2.4531 1.1177
H4 2.0639 -0.6941 -1.1857
H5 1.7899 -0.0801 0.4478
H6 -0.0805 -0.6922 -1.9006
H7 0.4027 0.9315 -1.3697
H8 -1.4606 -1.2016 0.0342
H9 -2.0099 0.4902 -0.7512
H10 -0.6380 0.4403 1.9609
H11 -2.1795 1.1175 1.5694
H12 -1.4241 2.4928 -0.0984
H13 -0.4005 3.0101 1.1006
H14 0.0587 1.8397 -0.1094

Properties
Total charge: +1
Molar mass (u): 88.2



Run c
Computed, not measured: a 2-piece molecular cluster, C5H14N overall, with wB97M-V/def2-TZVPD.

Positions of all 20 atoms, in Å:
C1 0.3855 -0.1505 1.8893
C2 0.3955 -0.4446 0.3080
C3 0.8371 0.9415 -0.4351
C4 2.2858 1.2070 -0.0979
C5 -0.0897 2.1040 -0.1576
N1 -0.8298 -0.7623 -0.0340
H1 -0.3730 0.5785 2.1385
H2 0.1651 -1.0852 2.3990
H3 1.3756 0.2251 2.1330
H4 1.1425 -1.2238 0.1313
H5 0.7508 0.6703 -1.4836
H6 2.4477 1.4171 0.9559
H7 2.9465 0.3923 -0.4004
H8 2.6072 2.0889 -0.6534
H9 0.0377 2.5022 0.8508
H10 0.1050 2.9098 -0.8594
H11 -1.1310 1.8130 -0.2632
H12 -0.9421 -1.7844 -0.1363
H13 -6.0417 -5.7777 -3.5051
H14 -6.0748 -5.6210 -2.7797

Properties
Total charge: +1
Molar mass (u): 88.2



Which of them is least stable? Easy: run c.



Run a
Computed, not measured: a 9-piece molecular cluster, C18H36Cl18 overall, with wB97M-V/def2-TZVPD.

Positions of all 72 atoms, in Å:
Cl1 -0.0598 -7.6921 2.2685
C1 0.1180 -6.7599 0.8096
C2 -1.2285 -6.1729 0.3681
Cl2 -2.4003 -7.3491 -0.2130
H1 0.5953 -7.3043 -0.0052
H2 0.7598 -5.9527 1.1627
H3 -1.0364 -5.5311 -0.4917
H4 -1.7111 -5.6417 1.1885
Cl3 -0.3348 -1.0530 -1.1991
C3 0.2168 -0.3110 0.3425
C4 -1.0167 0.3262 1.0637
Cl4 -2.0493 -1.0508 1.5076
H5 1.0298 0.3870 0.1428
H6 0.5655 -1.0989 1.0102
H7 -1.5748 1.0194 0.4343
H8 -0.7745 0.7794 2.0250
Cl5 -8.8529 -1.3245 1.8566
C5 -7.3516 -0.3609 1.3041
C6 -7.1013 -0.3063 -0.2031
Cl6 -6.4842 -1.8788 -0.6747
H9 -6.5110 -0.8094 1.8335
H10 -7.4814 0.6375 1.7215
H11 -6.3482 0.4545 -0.4084
H12 -7.9664 0.0326 -0.7732
Cl7 3.4072 2.5296 3.6553
C7 3.4235 4.1878 4.3617
C8 4.2638 4.2972 5.6855
Cl8 4.3035 6.0563 6.1998
H13 2.3841 4.4573 4.5490
H14 3.8998 4.8035 3.5987
H15 5.2875 3.9526 5.5395
H16 3.8644 3.6819 6.4916
Cl9 -0.6568 4.4837 -1.3872
C9 0.0999 5.0555 -2.8942
C10 1.3283 4.2346 -3.2692
Cl10 2.5773 4.2673 -1.9613
H17 0.3567 6.0992 -2.7132
H18 -0.6921 5.0469 -3.6431
H19 1.7749 4.6210 -4.1854
H20 1.0066 3.2017 -3.4022
Cl11 5.0715 -2.6838 0.4628
C11 6.1918 -1.3000 0.6717
C12 7.4060 -1.5743 -0.2328
Cl12 8.3527 -0.0953 -0.1773
H21 6.4256 -1.2375 1.7345
H22 5.6953 -0.3688 0.3989
H23 7.2178 -1.8153 -1.2790
H24 7.9892 -2.4485 0.0567
Cl13 -1.8619 4.6968 5.0987
C13 -1.9191 4.6518 6.8711
C14 -2.2014 6.0292 7.4995
Cl14 -0.7910 7.1130 7.2442
H25 -1.0026 4.1924 7.2413
H26 -2.7226 3.9680 7.1446
H27 -2.2367 5.8899 8.5800
H28 -3.1533 6.4526 7.1790
Cl15 -2.2476 -3.0084 -6.2129
C15 -3.7083 -3.0456 -5.2344
C16 -4.1613 -4.5832 -4.9632
Cl16 -4.7044 -5.4738 -6.3805
H29 -4.4779 -2.3961 -5.6516
H30 -3.4140 -2.6800 -4.2506
H31 -4.9503 -4.6026 -4.2114
H32 -3.3761 -5.1644 -4.4798
Cl17 4.3865 -2.6765 -7.3807
C17 2.9873 -2.5725 -6.2363
C18 2.4738 -1.1053 -5.9614
Cl18 3.6921 -0.2329 -5.0700
H33 3.3533 -2.9839 -5.2956
H34 2.1697 -3.1644 -6.6476
H35 1.6222 -1.1409 -5.2820
H36 2.2633 -0.6555 -6.9317

Properties
Molar mass (u): 890.6



Run b
Computed, not measured: a 9-piece molecular cluster, C18H36Cl18 overall, with wB97M-V/def2-TZVPD.

Positions of all 72 atoms, in Å:
Cl1 3.0989 3.7991 -5.6332
C1 2.8805 2.2058 -4.8444
C2 1.6822 2.1809 -3.9261
Cl2 0.1653 2.3067 -4.8261
H1 3.7651 1.9946 -4.2441
H2 2.8431 1.5204 -5.6840
H3 1.7328 2.9347 -3.1391
H4 1.7037 1.2609 -3.3388
Cl3 -0.9847 2.4299 4.4906
C3 0.4585 3.4770 4.2861
C4 0.1714 4.5784 3.3355
Cl4 -0.0501 4.0882 1.6601
H5 1.3151 2.8365 4.0820
H6 0.6788 3.8617 5.2841
H7 0.9665 5.3328 3.3106
H8 -0.6521 5.2161 3.6626
Cl5 0.4308 0.3216 -1.1627
C5 0.4676 -0.6698 0.2991
C6 -0.0071 0.1266 1.5085
Cl6 -1.7630 0.3384 1.4059
H9 1.5108 -0.9561 0.4183
H10 -0.1677 -1.5355 0.1448
H11 0.3774 1.1358 1.6095
H12 0.2059 -0.5038 2.3689
Cl7 3.0598 -0.2232 3.0789
C7 3.2760 -1.8489 3.8076
C8 4.7540 -2.1789 3.8890
Cl8 5.6269 -1.2854 5.1702
H13 2.8389 -2.5699 3.1204
H14 2.7766 -1.8032 4.7674
H15 5.2894 -2.0751 2.9516
H16 4.8140 -3.2359 4.1612
Cl9 4.4022 -2.3543 0.0123
C9 3.5033 -1.6140 -1.3776
C10 4.2975 -1.7094 -2.6640
Cl10 3.2164 -1.1566 -3.9673
H17 3.2696 -0.5886 -1.1087
H18 2.5881 -2.1981 -1.4081
H19 4.6248 -2.7164 -2.9062
H20 5.1648 -1.0565 -2.6948
Cl11 -7.4206 3.0246 2.4422
C11 -5.9800 2.1610 3.0141
C12 -5.3627 1.3001 1.9089
Cl12 -4.8896 2.3551 0.5495
H21 -6.2668 1.5176 3.8461
H22 -5.3335 2.9355 3.4164
H23 -6.0734 0.5375 1.6106
H24 -4.4227 0.8517 2.2208
Cl13 -3.6346 2.9485 -3.1612
C13 -2.5711 2.1895 -1.9692
C14 -1.9399 3.1446 -0.9706
Cl14 -0.7890 4.2213 -1.8067
H25 -1.8089 1.6248 -2.5059
H26 -3.1539 1.4231 -1.4602
H27 -1.3637 2.6354 -0.2109
H28 -2.7631 3.7318 -0.5719
Cl15 0.5683 -3.8707 -1.1336
C15 1.3941 -5.3024 -1.8175
C16 2.6761 -4.8766 -2.5031
Cl16 3.5633 -6.3486 -3.0254
H29 0.6845 -5.6747 -2.5473
H30 1.6380 -5.9647 -0.9958
H31 3.3481 -4.3414 -1.8316
H32 2.5364 -4.2192 -3.3590
Cl17 -2.6008 -2.2739 -1.2727
C17 -3.9885 -1.6627 -0.3363
C18 -5.2606 -2.2499 -0.9344
Cl18 -6.7008 -1.4695 -0.1743
H33 -3.9281 -0.5803 -0.3038
H34 -3.7968 -2.0937 0.6429
H35 -5.3744 -3.2916 -0.6628
H36 -5.3173 -2.0485 -1.9974

Properties
Molar mass (u): 890.6



Which of them is least stable? Easy: run a.